[1]
ORCA calculation (ωB97M-V/def2-TZVPD) on 4 unconnected molecules or ions with the total composition C22H53BrO2PS2.

Element x y z (Å)
C  -2.69029  -0.24555  3.12259
C  -3.60835  0.81798  2.48495
C  -2.79724  1.99560  1.96588
C  -2.09428  2.82260  3.04685
S  -3.98079  3.07108  1.05522
Br  -2.80966  4.75952  0.32302
P  -5.48125  3.85199  2.44981
O  -6.76848  3.06334  2.00081
O  -5.22848  3.33235  3.91675
S  -5.67689  5.73122  2.27057
H  -2.71251  -1.15148  2.53756
H  -1.67061  0.10326  3.21804
H  -3.11588  -0.51295  4.07859
H  -4.40662  1.08558  3.16763
H  -4.07699  0.34153  1.62709
H  -2.06027  1.60223  1.27667
H  -1.19029  3.24007  2.61942
H  -2.66796  3.67940  3.36733
H  -1.79036  2.22797  3.89809
H  -6.76683  2.19585  2.45468
H  -4.62435  3.92404  4.39875
C  -4.10347  7.96572  -5.96430
C  -3.31646  8.66385  -4.85874
C  -2.34564  7.73894  -4.12662
C  -3.00099  6.57071  -3.38928
C  -4.04596  6.96789  -2.34825
C  -3.47756  7.81046  -1.21017
H  -4.74088  7.17260  -5.56974
H  -4.74856  8.67643  -6.48090
H  -3.43048  7.52727  -6.70336
H  -4.01008  9.12527  -4.15012
H  -2.74334  9.48222  -5.29971
H  -1.75649  8.33218  -3.42127
H  -1.62884  7.33441  -4.84683
H  -2.21267  5.98564  -2.89875
H  -3.46449  5.89603  -4.11368
H  -4.47804  6.05396  -1.92757
H  -4.87187  7.50354  -2.82060
H  -2.66847  7.27957  -0.69583
H  -4.25301  8.03194  -0.47503
H  -3.08244  8.76043  -1.56800
C  0.31538  -0.31140  0.28862
C  -0.21332  -1.73169  0.47696
C  0.72918  -2.63035  1.27459
C  2.09547  -2.86464  0.62960
C  2.05193  -3.46546  -0.77433
C  1.41465  -4.85085  -0.82119
H  1.24151  -0.29576  -0.28464
H  -0.41279  0.30038  -0.25263
H  0.50484  0.16551  1.25528
H  -0.42754  -2.17542  -0.49810
H  -1.16987  -1.68001  1.00432
H  0.23693  -3.59092  1.44687
H  0.88404  -2.19213  2.26655
H  2.67523  -3.52473  1.28124
H  2.64905  -1.92169  0.59374
H  3.07633  -3.53978  -1.14762
H  1.52553  -2.79549  -1.46058
H  1.95088  -5.54424  -0.17084
H  1.44679  -5.24799  -1.83610
H  0.36866  -4.82890  -0.51026
C  6.88128  -8.64791  2.65696
C  7.01787  -8.59852  1.13779
C  7.35111  -7.20716  0.60211
C  6.29435  -6.13759  0.87991
C  4.89925  -6.45404  0.34457
C  4.84741  -6.59083  -1.17472
H  6.05871  -8.02370  3.00970
H  6.68466  -9.66749  2.99039
H  7.79926  -8.30934  3.14121
H  6.10119  -8.97427  0.67491
H  7.81415  -9.28295  0.83557
H  7.52527  -7.27654  -0.47523
H  8.29952  -6.87745  1.03689
H  6.63568  -5.19260  0.44510
H  6.22756  -5.96251  1.95747
H  4.22429  -5.64676  0.64623
H  4.51131  -7.36527  0.80800
H  5.19621  -5.67612  -1.65922
H  3.82421  -6.77789  -1.50462
H  5.46194  -7.42015  -1.52604

Output
Net charge: +1
HOMO, Eh: -0.4426
Total energy, hartree: -4732.0569
Frontier orbital gap, eV: 6.741

=====

[2]
ORCA calculation (ωB97M-V/def2-TZVPD) on 3 unconnected molecules or ions with the total composition C22H53F7N9O5P2S.

Element x y z (Å)
C  2.92509  -0.39118  2.00969
O  3.90599  -0.18371  0.94831
C  3.71225  1.09576  0.31875
C  2.59847  0.94504  -0.84329
C  1.59015  2.18803  -0.79716
C  0.08429  1.73208  -1.19575
C  -0.88724  2.96575  -1.02926
N  -1.59762  3.18803  0.25178
C  -1.26586  4.51589  0.81650
N  -2.22096  5.62544  0.66845
N  -0.07779  4.75579  1.43882
S  -1.40340  2.08078  1.52117
O  0.02055  1.82390  1.96708
O  -2.04178  2.75391  2.72827
C  -2.29124  0.45059  1.33543
F  -1.43029  -0.63158  1.04168
F  -2.79074  0.14544  2.62385
C  -3.56184  0.44890  0.37256
F  -3.38547  1.10994  -0.84518
F  -4.68660  0.96517  1.04254
C  -3.96747  -1.07775  -0.01980
F  -4.04353  -1.92922  1.06832
F  -3.16667  -1.57596  -1.06233
F  -5.26527  -0.99118  -0.57043
H  2.25306  0.51182  2.15200
H  3.46994  -0.62736  2.98750
H  2.25797  -1.28362  1.76428
H  4.69236  1.40978  -0.16989
H  3.41134  1.92398  1.03688
H  1.96473  0.00559  -0.65110
H  3.07259  0.86433  -1.88214
H  1.90741  2.88809  -1.65615
H  1.62927  2.79584  0.15997
H  -0.22618  0.75580  -0.71111
H  0.15380  1.50975  -2.32149
H  -0.28288  3.91625  -1.27963
H  -1.67221  2.90699  -1.86785
H  -2.47480  6.00134  1.60141
H  -1.64105  6.36826  0.22882
H  0.03761  4.76509  2.46193
H  0.73975  4.88177  0.81364
O  3.81738  2.44249  -3.92040
P  4.25961  2.38951  -5.39799
N  5.28267  1.04266  -5.14917
C  6.63813  0.82864  -5.61246
C  4.56986  -0.23253  -5.12933
N  5.06755  3.91659  -5.29584
C  6.32767  4.04832  -4.57019
C  4.17612  4.99638  -4.85816
N  4.64611  2.35278  -7.14803
C  5.69768  3.12686  -7.79451
C  3.40945  2.50726  -7.93310
H  6.68077  0.55526  -6.67368
H  7.10630  0.01482  -5.04836
H  7.28278  1.68586  -5.44439
H  4.36193  -0.58601  -6.14602
H  3.61721  -0.13751  -4.60134
H  5.14292  -1.00084  -4.59776
H  6.30539  3.55016  -3.59515
H  6.58658  5.09939  -4.40965
H  7.15779  3.65666  -5.15620
H  4.03078  4.99288  -3.77120
H  3.19159  4.89981  -5.32766
H  4.57654  5.97098  -5.14987
H  5.48611  4.20028  -7.81345
H  5.81098  2.79480  -8.83233
H  6.67122  2.97102  -7.33269
H  3.02510  3.53297  -7.86951
H  2.63439  1.83239  -7.55325
H  3.56650  2.25403  -8.98461
O  -3.80145  -3.90842  7.22107
P  -4.00336  -4.73767  5.93877
N  -4.27861  -3.35475  4.96786
C  -5.30256  -3.11933  3.97371
C  -3.05196  -2.68416  4.55588
N  -5.44699  -5.47505  6.54321
C  -6.68685  -4.71209  6.65121
C  -5.23091  -6.17494  7.81611
N  -4.13447  -5.77568  4.48366
C  -5.35128  -6.43141  4.02441
C  -3.04598  -6.76781  4.48231
H  -5.09154  -3.63114  3.02604
H  -5.37894  -2.04807  3.75445
H  -6.29507  -3.40134  4.31137
H  -2.59373  -3.19083  3.69690
H  -2.32297  -2.66929  5.36998
H  -3.24143  -1.63756  4.29034
H  -6.53483  -3.72360  7.09723
H  -7.43110  -5.24507  7.25065
H  -7.16149  -4.59912  5.67697
H  -5.21915  -5.48435  8.66671
H  -4.27574  -6.70962  7.80655
H  -6.01366  -6.91913  7.98609
H  -5.67795  -7.23673  4.68945
H  -5.18000  -6.86993  3.03488
H  -6.17532  -5.73195  3.89238
H  -3.20828  -7.53545  5.24932
H  -2.08877  -6.27846  4.69238
H  -2.94845  -7.25648  3.50926

Output
Net charge: +1
HOMO, Eh: -0.3454
Total energy, hartree: -3518.2333
Frontier orbital gap, eV: 2.134

=====

[3]
ORCA calculation (ωB97M-V/def2-TZVPD) on 6 unconnected molecules or ions with the total composition C22H53N2O17S6.

Element x y z (Å)
C  2.23630  1.39047  1.94791
C  2.76217  1.77269  0.55309
S  1.52518  1.89458  -0.74454
C  0.61850  0.29887  -0.70197
C  1.50352  -0.82412  -0.28464
C  2.70147  -1.19762  -0.81753
N  3.13733  -2.26296  -0.05825
C  4.40546  -2.96762  -0.25148
O  5.24770  -2.79485  0.86294
O  5.40835  -1.40497  1.07356
C  2.24360  -2.55490  0.87783
N  1.24091  -1.68204  0.74911
H  2.76161  1.89571  2.74711
H  2.37720  0.31741  2.07928
H  1.16474  1.55730  1.99370
H  3.19616  2.76657  0.59840
H  3.58813  1.11626  0.28874
H  -0.14548  0.40802  0.06356
H  0.16875  0.13279  -1.67095
H  3.22795  -0.74281  -1.63086
H  4.22803  -4.02525  -0.38004
H  4.90052  -2.51686  -1.10451
H  4.81969  -1.19507  1.81199
H  2.30504  -3.32485  1.62322
H  0.40670  -1.63055  1.31092
O  1.58576  -6.07642  1.36267
S  2.46238  -6.96867  0.65366
O  2.45875  -6.98667  -0.77537
O  2.31111  -8.42645  1.22556
C  0.99597  -9.04496  1.22256
C  0.54321  -9.46108  -0.16132
C  4.11671  -6.72351  1.21276
H  0.27904  -8.37274  1.69529
H  1.09368  -9.91788  1.86262
H  0.39484  -8.59962  -0.81053
H  -0.40104  -10.00018  -0.09540
H  1.28761  -10.10217  -0.63227
H  4.13088  -6.72592  2.29906
H  4.45068  -5.76100  0.83726
H  4.74165  -7.51524  0.80960
O  -1.04849  1.86030  -3.15174
S  -1.54191  2.37243  -4.39707
O  -2.70264  1.80727  -5.00668
O  -0.34749  2.39878  -5.44066
C  0.35645  1.15851  -5.70648
C  -0.45046  0.16870  -6.52179
C  -1.77233  4.10942  -4.25567
H  0.67919  0.72073  -4.75961
H  1.24831  1.45090  -6.25617
H  -1.32734  -0.17754  -5.97538
H  0.16284  -0.69884  -6.76335
H  -0.79463  0.62213  -7.44802
H  -0.88504  4.55381  -3.81327
H  -2.63410  4.25923  -3.60916
H  -1.96906  4.51924  -5.24256
O  -0.60715  3.08399  3.74147
S  -1.62021  2.73707  4.69429
O  -1.44615  1.57031  5.51151
O  -3.01645  2.64938  3.94741
C  -3.13513  1.77749  2.80717
C  -3.15922  0.30852  3.18508
C  -1.98941  4.11049  5.71730
H  -2.33514  1.99720  2.09647
H  -4.07398  2.05342  2.33324
H  -2.21193  -0.00582  3.62295
H  -3.34570  -0.30126  2.29968
H  -3.93801  0.11350  3.92113
H  -2.13931  4.98433  5.08923
H  -1.13390  4.25386  6.37340
H  -2.87304  3.88079  6.30587
O  0.46597  2.11681  -9.23151
S  -0.45812  3.18049  -9.49871
O  -1.42271  3.04996  -10.54287
O  0.36092  4.52434  -9.69831
C  1.39367  4.54939  -10.71103
C  0.83992  4.58277  -12.12107
C  -1.27378  3.62965  -8.00964
H  2.06546  3.70198  -10.56564
H  1.96365  5.45443  -10.51321
H  0.30220  3.66723  -12.36043
H  1.65347  4.69416  -12.83767
H  0.14359  5.41241  -12.23989
H  -0.53827  3.74914  -7.22614
H  -1.95917  2.82090  -7.76280
H  -1.82717  4.55067  -8.17788
O  -2.84922  2.45670  8.38635
S  -2.83328  1.05361  8.68727
O  -3.89068  0.21350  8.21786
O  -2.67639  0.88181  10.25666
C  -3.63666  1.53770  11.11597
C  -4.99806  0.87226  11.10028
C  -1.29572  0.35738  8.21422
H  -3.70455  2.59263  10.84608
H  -3.20782  1.48434  12.11404
H  -5.46960  0.95145  10.12244
H  -5.65280  1.34704  11.83088
H  -4.90925  -0.18783  11.33647
H  -0.48799  0.98280  8.58443
H  -1.29676  0.33976  7.12342
H  -1.23017  -0.64952  8.61911

Output
Net charge: +1
HOMO, Eh: -0.4233
Total energy, hartree: -4647.4024
Frontier orbital gap, eV: 8.746

=====

[4]
ORCA calculation (ωB97M-V/def2-TZVPD) on 4 unconnected molecules or ions with the total composition C22H53N5O15P3.

Element x y z (Å)
C  5.67621  -3.20890  -1.75090
O  6.88285  -2.66377  -2.39786
C  8.07915  -3.46111  -2.08587
C  9.28588  -2.64154  -1.33575
C  8.79529  -1.82660  0.02953
C  8.15975  -0.40547  -0.48630
C  8.63858  0.91655  0.35674
C  7.46749  2.05508  0.51581
C  6.68738  2.43799  -0.87498
C  5.06988  2.54339  -0.61934
C  4.29124  2.60880  -2.06064
C  3.68852  1.17985  -2.59242
C  2.85263  0.33144  -1.46426
N  3.63728  -0.83055  -0.87817
C  2.61722  -1.33338  0.12432
N  2.72362  -2.38327  1.03484
N  1.31787  -0.50210  0.08827
N  1.47458  0.50702  -0.86544
O  0.59027  1.46985  -1.17951
N  0.98515  2.57374  -0.47168
O  0.52621  2.54532  0.66151
H  4.75744  -2.87117  -2.42891
H  5.64394  -4.37716  -1.67100
H  5.50260  -2.72059  -0.68731
H  8.48878  -3.86920  -3.12679
H  7.80618  -4.37474  -1.39246
H  9.92326  -1.94782  -2.06090
H  10.05110  -3.46344  -0.94208
H  7.97375  -2.49076  0.53298
H  9.69847  -1.60712  0.76548
H  6.97850  -0.51565  -0.44572
H  8.42496  -0.26264  -1.62732
H  8.89604  0.53922  1.45761
H  9.65988  1.33160  -0.07634
H  6.67533  1.67859  1.30161
H  7.99865  3.05279  0.88549
H  7.05359  3.51882  -1.19864
H  6.90028  1.72336  -1.77848
H  4.70836  1.69970  0.10646
H  4.84883  3.57279  -0.07090
H  3.44809  3.44950  -2.08172
H  5.10736  2.95140  -2.86176
H  4.59519  0.49952  -2.96677
H  3.04273  1.37748  -3.57679
H  2.58441  -2.11669  2.04511
H  2.85339  -3.36027  0.68658
H  0.46230  -0.67688  0.68790
C  -3.60708  -2.64328  2.64620
O  -3.10776  -1.94377  1.52638
P  -3.68689  -2.34042  0.07604
O  -5.10277  -1.93540  -0.17581
O  -3.38260  -3.91753  -0.03733
C  -4.43261  -4.82741  0.21955
O  -2.60364  -1.71269  -0.93528
C  -2.65522  -0.32498  -1.18791
H  -3.48344  -2.02501  3.54000
H  -4.66758  -2.88119  2.52884
H  -3.03522  -3.56616  2.77750
H  -5.34400  -4.33024  0.55731
H  -4.10904  -5.52721  0.99265
H  -4.64762  -5.38384  -0.69663
H  -1.96625  0.19577  -0.51680
H  -3.66497  0.07365  -1.05788
H  -2.34415  -0.15150  -2.21944
C  -11.13721  -2.98834  0.01121
O  -11.03877  -3.24511  -1.37335
P  -9.56485  -3.42543  -1.99888
O  -8.85996  -4.68491  -1.61288
O  -8.81339  -2.05723  -1.60383
C  -7.93865  -2.06404  -0.49425
O  -9.81084  -3.23330  -3.57775
C  -10.35543  -4.31502  -4.30268
H  -12.12009  -3.31048  0.36702
H  -10.36817  -3.52486  0.57313
H  -11.03740  -1.91327  0.18516
H  -7.93960  -3.01970  0.03360
H  -8.24745  -1.28053  0.20063
H  -6.92525  -1.85010  -0.84420
H  -11.44125  -4.20197  -4.36963
H  -10.11486  -5.27574  -3.83949
H  -9.93487  -4.30058  -5.30958
C  -0.06158  6.98911  3.14363
O  -1.37372  7.39470  3.46984
P  -2.51240  6.25721  3.54564
O  -2.40360  5.32501  4.70811
O  -2.45891  5.56720  2.09176
C  -1.76857  4.34242  1.95123
O  -3.88006  7.10218  3.46965
C  -4.32243  7.75842  4.63836
H  0.64882  7.72231  3.53629
H  0.17256  6.01070  3.57133
H  0.04215  6.94952  2.05567
H  -1.26396  4.03854  2.87043
H  -1.02220  4.44911  1.16151
H  -2.48335  3.56708  1.66287
H  -3.97075  8.79406  4.63281
H  -3.96986  7.25650  5.54344
H  -5.41371  7.75475  4.64259

Output
Net charge: +1
HOMO, Eh: -0.4222
Total energy, hartree: -3296.0117
Frontier orbital gap, eV: 6.126

=====

- Which value of HOMO does entry 1 give?
  -0.4426 Eh

=====

- The highest total energy belongs to which entry?
  C22H53N5O15P3

=====

- The lowest frontier orbital gap belongs to which entry?
  C22H53F7N9O5P2S